This record from OMol25 describes C5H11NO3 as an isolated structure at a distorted geometry. The level of theory is ωB97M-V/def2-TZVPD.

Last column: Löwdin charge in e.
Cartesian coordinates (Å):
C: -0.98 -0.86 -0.43  -0.41
C: 0.56 1.09 -0.84  -0.18
C: -0.19 -1.77 -1.30  0.02
C: 0.31 1.22 1.90  -0.04
N: -0.74 -0.83 0.89  0.13
C: 0.62 0.11 0.92  -0.55
O: -2.18 -0.53 -0.94  0.12
O: 1.73 0.66 -1.46  -0.11
O: 1.70 -0.48 0.91  -0.04
H: -2.68 0.02 -0.33  0.13
H: 2.24 0.19 -0.77  0.07
H: -1.50 -0.47 1.46  0.12
H: -0.24 1.13 -1.58  0.08
H: 0.66 2.10 -0.41  0.08
H: -0.32 -1.52 -2.35  0.10
H: 0.86 -1.75 -1.04  0.09
H: -0.55 -2.78 -1.10  0.11
H: 1.08 1.99 1.86  0.09
H: -0.67 1.66 1.69  0.08
H: 0.29 0.80 2.91  0.09

energy relative to the best compared isomer or geometry (same formula, charge and spin): 93.2 kcal/mol
orbital gap: 7.9 eV
HOMO energy: -7.8 eV
calculated total energy: -12992.8111 eV

***

This record from OMol25 describes a 2-piece molecular cluster, C5H11NO3P overall at a distorted geometry. The level of theory is ωB97M-V/def2-TZVPD.

Last column: Löwdin charge in e.
Cartesian coordinates (Å):
C: 1.88 -0.51 0.30  -0.37
C: 2.59 0.28 -0.69  -0.15
C: 1.85 -2.01 0.23  -0.06
C: -1.47 1.56 -1.09  -0.11
C: -2.35 1.45 1.11  -0.18
N: -2.08 0.86 -0.18  -0.34
O: -2.92 -1.59 0.57  -0.48
O: -1.18 -1.50 -1.24  -0.46
O: 3.09 0.14 0.60  -0.06
P: -1.68 -0.95 0.05  0.42
H: 1.00 -0.06 0.76  0.10
H: 3.15 -0.22 -1.48  0.11
H: 0.95 -2.29 -0.31  0.05
H: 1.80 -2.43 1.23  0.07
H: 2.74 -2.38 -0.28  0.07
H: 2.23 1.27 -0.96  0.10
H: -1.34 1.11 -2.06  0.04
H: -0.97 2.49 -0.86  0.04
H: -2.55 0.63 1.79  0.05
H: -1.52 2.06 1.48  0.07
H: -3.24 2.08 1.03  0.08

energy relative to the best compared isomer or geometry (same formula, charge and spin): 43.1 kcal/mol
charge: -1
orbital gap (spin up / spin down): 6.1 / 6.5 eV
HOMO energy (spin up / spin down): -2.5 / -2.9 eV
calculated total energy: -22284.5225 eV

***

This record from OMol25 describes a 2-piece molecular cluster, C5H11NOS overall at a distorted geometry. The level of theory is ωB97M-V/def2-TZVPD.

Last column: Löwdin charge in e.
Cartesian coordinates (Å):
C: -2.65 -4.00 -0.30  -0.25
C: 1.33 2.62 -0.56  -0.19
C: 0.32 1.92 0.31  -0.13
C: 2.17 1.50 -1.21  -0.25
C: 0.41 0.51 -0.38  -0.14
N: 1.49 0.36 -0.93  0.01
O: -2.00 -1.85 1.01  -0.62
S: -2.34 -2.13 -0.36  0.79
H: -2.95 -4.17 0.71  0.03
H: -3.43 -4.19 -1.00  0.02
H: 0.86 3.20 -1.39  0.12
H: 2.01 3.31 -0.05  0.10
H: 0.83 1.58 1.23  0.11
H: -0.65 2.37 0.59  0.11
H: 2.31 1.62 -2.28  0.12
H: 3.11 1.31 -0.84  0.09
H: -0.36 -0.21 -0.33  0.05
H: -1.76 -4.54 -0.58  0.04
H: -3.80 -1.87 -0.40  0.02

energy relative to the best compared isomer or geometry (same formula, charge and spin): 95.0 kcal/mol
orbital gap: 9.5 eV
HOMO energy: -9.0 eV
calculated total energy: -19732.9749 eV

***

This record from OMol25 describes a 2-piece molecular cluster, C5H11NOS overall at a distorted geometry. The level of theory is ωB97M-V/def2-TZVPD.

Last column: Löwdin charge in e.
Cartesian coordinates (Å):
C: -2.55 -0.47 -0.49  -0.01
C: -1.88 0.64 -0.40  -0.31
C: -1.24 1.60 0.62  -0.09
C: -0.86 1.58 -0.82  -0.14
H: -2.67 -0.95 -1.48  0.07
H: -2.99 -1.00 0.40  0.09
H: -0.65 0.86 1.27  0.10
H: -1.69 2.46 1.13  0.10
H: -1.31 2.39 -1.49  0.14
H: 0.09 1.31 -1.10  0.07
C: 3.01 -0.66 0.60  -0.18
N: 1.63 -0.58 0.82  -0.44
S: 0.52 -1.78 0.55  0.86
O: 0.08 -1.81 -1.04  -0.47
H: 3.44 -1.06 -0.31  0.09
H: 3.40 0.31 0.74  0.07
H: 3.48 -1.22 1.31  0.04
H: 1.06 0.24 0.84  0.01
H: -0.87 -1.82 -1.16  -0.02

energy relative to the best compared isomer or geometry (same formula, charge and spin): 115.2 kcal/mol
orbital gap: 9.2 eV
HOMO energy: -8.3 eV
calculated total energy: -19732.1007 eV

***

This record from OMol25 describes C5H11NOS as an isolated structure at a distorted geometry. The level of theory is ωB97M-V/def2-TZVPD.

Last column: Löwdin charge in e.
Cartesian coordinates (Å):
C: -2.15 -0.76 0.36  -0.19
C: -2.78 0.60 0.20  -0.18
C: -1.78 0.15 -0.74  -0.15
C: 2.83 -0.56 0.09  -0.15
C: 1.33 -0.84 0.08  -0.30
N: 1.21 1.98 -0.86  -0.24
O: 0.20 1.21 1.25  -0.42
S: 0.44 0.82 -0.11  0.76
H: -1.65 -0.62 1.34  0.10
H: -2.55 -1.71 0.32  0.08
H: -3.84 0.55 -0.03  0.10
H: -2.68 1.31 1.08  0.14
H: -1.87 -0.04 -1.79  0.10
H: 3.15 -0.13 1.04  0.07
H: 3.45 -1.34 -0.33  0.06
H: 3.02 0.41 -0.56  0.09
H: 0.81 -1.20 1.02  0.10
H: 1.10 -1.52 -0.77  0.09
H: 1.78 1.68 -1.59  -0.06

energy relative to the best compared isomer or geometry (same formula, charge and spin): 147.1 kcal/mol
orbital gap (spin up / spin down): 8.3 / 8.3 eV
HOMO energy (spin up / spin down): -8.4 / -8.4 eV
calculated total energy: -19730.7168 eV

***

This record from OMol25 describes one molecule with the formula C5H11NOS2 at a distorted geometry. The level of theory is ωB97M-V/def2-TZVPD.

Last column: Löwdin charge in e.
Cartesian coordinates (Å):
C: -0.50 -0.73 0.30  -0.80
C: -0.55 1.70 0.74  -0.08
C: -2.39 0.50 -0.40  -0.15
C: 2.01 -1.31 -1.30  -0.22
C: 0.98 -0.78 1.20  -0.28
N: -1.10 0.47 0.24  -0.26
O: 2.17 1.07 -0.27  -0.55
S: -1.15 -2.05 -0.32  0.72
S: 2.45 -0.27 0.21  0.85
H: -1.45 2.42 1.07  0.12
H: 0.08 1.54 1.63  0.08
H: -0.07 2.36 -0.05  0.10
H: -3.07 -0.25 0.12  0.08
H: -2.90 1.51 -0.40  0.10
H: -2.49 0.05 -1.45  0.09
H: 1.23 -0.78 -1.81  0.04
H: 1.84 -2.31 -1.01  0.02
H: 2.99 -1.11 -1.77  0.04
H: 0.84 -0.16 2.04  0.04
H: 1.09 -1.88 1.22  0.06

energy relative to the best compared isomer or geometry (same formula, charge and spin): 74.4 kcal/mol
orbital gap: 9.1 eV
HOMO energy: -8.4 eV
calculated total energy: -30568.9924 eV

***

This record from OMol25 describes C5H11NS as an isolated structure at a distorted geometry. The level of theory is ωB97M-V/def2-TZVPD.

Last column: Löwdin charge in e.
Cartesian coordinates (Å):
C: -0.70 1.80 -0.22  -0.05
C: -1.65 -0.40 -0.61  -0.12
C: 0.52 -0.31 0.47  -0.55
C: 1.87 0.24 0.27  -0.43
C: 0.81 -1.82 0.39  -0.36
H: -1.54 1.93 -0.85  0.05
H: 0.11 2.54 -0.41  0.09
H: -1.06 2.02 0.78  0.07
H: -2.00 -0.10 -1.57  0.06
H: -2.44 -0.13 0.26  0.14
H: -1.41 -1.43 -0.80  0.07
H: 0.20 -0.03 1.50  0.14
H: 1.99 1.19 0.79  0.08
H: 2.05 0.34 -0.84  0.11
H: 0.71 -2.28 -0.61  0.08
H: 0.33 -2.48 1.09  0.06
N: -0.41 0.31 -0.47  -0.24
S: 2.60 -1.39 0.85  0.80

energy relative to the best compared isomer or geometry (same formula, charge and spin): 37.8 kcal/mol
orbital gap: 9.5 eV
HOMO energy: -8.5 eV
calculated total energy: -17686.8224 eV

***

This record from OMol25 describes C5H11NS as an isolated structure at a distorted geometry. The level of theory is ωB97M-V/def2-TZVPD.

Last column: Löwdin charge in e.
Cartesian coordinates (Å):
C: 1.56 -0.83 0.26  -0.08
C: 0.90 0.70 -1.51  -0.11
C: -0.49 0.29 0.39  -0.51
C: -1.11 -0.65 1.43  -0.47
C: -1.86 0.52 -0.23  -0.44
H: 2.19 -1.54 -0.27  0.09
H: 1.20 -1.30 1.18  0.07
H: 2.25 -0.04 0.57  0.09
H: 1.79 0.29 -2.04  0.09
H: 1.29 1.66 -1.10  0.10
H: 0.19 0.92 -2.28  0.07
H: -0.05 1.11 0.90  0.13
H: -0.58 -0.60 2.42  0.09
H: -1.09 -1.72 1.10  0.10
H: -2.00 -0.27 -1.01  0.11
H: -1.96 1.51 -0.62  0.07
N: 0.46 -0.26 -0.53  -0.24
S: -2.69 0.19 1.34  0.85

energy relative to the best compared isomer or geometry (same formula, charge and spin): 24.5 kcal/mol
orbital gap: 9.6 eV
HOMO energy: -8.6 eV
calculated total energy: -17687.3992 eV

***

This record from OMol25 describes a 2-piece molecular cluster, C5H11NS overall at a distorted geometry. The level of theory is ωB97M-V/def2-TZVPD.

Last column: Löwdin charge in e.
Cartesian coordinates (Å):
C: 1.87 2.35 -0.19  0.00
C: 1.57 1.29 -0.93  -0.26
N: 0.60 1.29 -1.97  -0.02
C: -0.59 1.54 -1.63  -0.06
H: 1.42 3.32 -0.36  0.06
H: 2.64 2.28 0.56  0.05
H: 2.14 0.37 -0.88  0.09
H: -1.39 1.28 -2.32  0.07
H: -0.89 2.02 -0.69  0.08
C: -1.92 -1.45 1.71  -0.44
S: -0.13 -1.50 1.87  0.71
C: 0.32 -2.06 0.21  -0.44
H: -2.38 -2.37 2.06  0.03
H: -2.20 -1.29 0.66  0.03
H: -2.33 -0.61 2.27  0.03
H: 1.39 -1.95 0.09  0.02
H: 0.06 -3.11 0.09  0.03
H: -0.18 -1.44 -0.54  0.02

energy relative to the best compared isomer or geometry (same formula, charge and spin): 37.7 kcal/mol
orbital gap: 9.3 eV
HOMO energy: -8.5 eV
calculated total energy: -17686.8303 eV

***

This record from OMol25 describes C5H11NS2 as an isolated structure at a distorted geometry. The level of theory is ωB97M-V/def2-TZVPD.

Last column: Löwdin charge in e.
Cartesian coordinates (Å):
C: -1.22 0.28 -2.63  -0.51
C: -0.01 -0.34 -0.40  -1.14
C: 1.24 -0.26 0.56  -0.26
C: 1.71 0.17 2.92  -0.10
C: -0.16 1.41 1.78  -0.19
H: -2.13 -0.23 -2.06  0.00
H: -1.83 1.33 -3.32  0.17
H: -0.69 -0.50 -3.21  0.02
H: 1.86 -1.23 0.61  0.13
H: 2.06 0.50 0.29  0.10
H: 1.46 0.61 3.83  0.02
H: 2.02 -0.94 2.84  0.09
H: 2.58 0.84 2.28  0.13
H: 0.27 2.24 3.09  0.19
H: 0.20 2.15 0.75  0.09
H: -1.49 0.81 1.61  0.18
N: 0.55 0.17 1.91  -0.36
S: 0.03 0.76 -1.53  0.87
S: -1.13 -1.65 -0.56  0.59

energy relative to the best compared isomer or geometry (same formula, charge and spin): 191.5 kcal/mol
orbital gap: 8.1 eV
HOMO energy: -8.3 eV
calculated total energy: -28515.7070 eV

***

- Which of these has the lowest calculated total energy?
  C5H11NOS2